Entry 1:
# C28H33F6N5O4PRhS6

A structure of composition C28H33F6N5O4PRhS6 (the ωB97M-V functional and the def2-TZVPD basis, OMol25).

Calculated values
DFT total energy in a.u.: -5101.7751
HOMO-LUMO gap (alpha / beta) in eV: 7.40 / 6.15
Charge: 0
Multiplicity: 5

Last column: Mulliken spin population.
Geometry (Å):
S: 1.097 0.735 2.259  0.325
F: -5.705 4.625 0.652  0.000
H: 6.160 -2.601 -1.101  0.000
H: 1.095 -1.581 2.849  0.005
S: -4.320 -1.714 -2.082  0.006
S: -2.141 3.005 0.321  0.018
C: 2.317 -1.486 -3.865  0.004
C: 0.698 1.472 4.827  -0.079
F: -2.003 5.607 0.053  0.000
O: -5.574 2.134 -1.251  0.002
H: 3.077 -4.296 1.339  0.000
C: 2.583 1.255 -1.486  0.013
H: -3.843 1.007 -2.566  0.000
C: 4.260 -1.622 -1.171  0.010
F: -1.163 4.502 -1.611  0.000
H: 3.086 1.225 0.651  0.005
Rh: -0.354 -0.127 0.540  2.122
C: -3.665 -2.869 -0.990  0.013
F: -0.100 4.600 0.273  0.000
H: 0.467 2.086 6.854  0.008
C: -1.771 -3.041 0.641  -0.026
C: -3.056 -0.613 -1.651  0.009
S: -2.154 0.056 2.379  0.800
H: 1.521 -2.561 0.548  -0.017
C: 4.724 -3.563 0.173  0.001
H: -2.391 1.268 -1.732  0.003
H: 1.124 -3.169 -2.151  -0.001
C: 2.542 -2.566 0.196  -0.012
H: -2.776 -4.967 0.917  0.001
H: 0.729 2.242 -2.127  0.000
H: 0.712 0.736 -3.961  0.000
H: 4.442 0.819 -0.401  0.000
H: 1.883 -1.996 -4.730  0.000
C: 0.210 -0.162 -3.601  0.018
N: -2.978 0.608 -2.229  -0.003
O: -4.440 1.104 0.696  0.003
H: 1.035 -3.001 3.843  0.000
N: -2.195 -1.090 -0.786  0.034
H: 3.871 2.486 -0.292  -0.001
N: -3.490 3.148 -0.457  0.000
C: -0.204 -3.007 2.223  -0.021
O: -2.173 3.111 1.747  -0.004
F: -5.249 3.293 2.296  0.000
P: 1.673 -0.383 -1.254  0.210
H: -0.242 -0.658 -4.464  0.001
H: 2.005 3.326 -1.564  0.001
C: -1.395 1.386 6.030  -0.039
C: 1.177 -1.124 -2.911  -0.001
C: -1.293 0.658 3.716  0.037
H: -0.599 0.138 -2.939  -0.007
S: -0.917 -4.563 2.477  0.011
H: -1.960 1.561 6.936  0.000
H: 3.027 -2.174 -3.406  0.000
C: 0.441 -2.428 -2.570  0.015
H: -0.373 -2.265 -1.867  0.001
O: -1.319 1.931 -0.245  0.060
C: 3.419 -3.549 0.634  0.001
H: -3.070 0.653 4.919  0.001
C: 3.353 1.458 -2.795  0.005
H: 4.121 0.709 -2.974  -0.001
C: 1.525 2.359 -1.391  0.015
C: 5.142 -2.596 -0.732  0.000
S: -4.759 2.269 -0.081  -0.004
N: 0.824 -2.555 2.968  -0.009
H: 4.610 -0.888 -1.882  0.000
C: -2.013 0.881 4.915  0.083
H: 2.692 1.487 -3.660  0.001
F: -7.004 2.945 1.078  0.000
H: 3.853 2.429 -2.739  0.000
H: 5.416 -4.322 0.515  0.000
N: -0.721 -2.347 1.217  0.160
C: -5.738 3.359 1.063  0.001
H: 1.753 1.710 4.796  0.003
C: -0.028 1.683 5.980  0.130
H: 2.856 -0.619 -4.237  0.000
H: 1.072 2.383 -0.402  -0.015
C: 3.553 1.440 -0.310  -0.011
C: -1.308 4.531 -0.288  0.005
H: 0.018 -2.843 -3.489  0.001
H: -4.142 -3.819 -0.824  0.000
C: 0.094 0.962 3.672  0.119
C: -2.556 -2.372 -0.399  0.021
C: -2.011 -4.258 1.176  -0.012
C: 2.942 -1.587 -0.707  -0.021

Entry 2:
# C28H33N6OSe3TaTe

A structure of composition C28H33N6OSe3TaTe at a distorted geometry (the ωB97M-V functional and the def2-TZVPD basis, OMol25).

Calculated values
DFT total energy in a.u.: -9019.5394
HOMO-LUMO gap in eV: 5.62
Charge: +2
Multiplicity: 1

Last column: Löwdin charge in e.
Geometry (Å):
C: -1.697 -4.202 0.764  -0.034
Se: 1.053 2.747 0.938  0.087
C: -1.223 1.523 2.945  -0.293
H: 3.802 -0.471 -1.745  0.124
H: 4.740 -0.429 2.812  0.123
C: -0.978 -1.534 0.231  -0.299
H: 0.394 -1.126 -4.775  0.090
Se: -1.375 1.311 -1.503  0.253
H: -0.603 -0.003 -3.847  0.023
H: 1.482 2.785 -1.939  -0.035
C: -3.154 2.887 3.160  -0.017
N: -0.448 -1.941 -3.047  -0.277
H: 5.190 1.992 -2.233  0.101
C: -1.898 2.517 3.615  -0.003
C: 4.190 -0.876 1.998  0.020
O: 1.674 0.428 -1.134  -0.280
C: 0.439 1.163 4.755  0.038
H: 3.478 -0.246 4.486  0.125
C: 2.574 1.090 -1.770  -0.533
N: 3.724 0.486 -2.048  0.074
H: -1.976 -5.230 0.953  0.121
Te: -0.713 4.400 0.339  0.475
C: -1.269 -3.392 1.801  -0.056
H: -2.420 -2.619 -2.689  0.132
C: 2.720 -1.987 -0.030  -0.302
C: 1.895 -2.700 -1.042  -0.022
N: -1.685 0.920 1.834  0.045
H: 5.907 -1.794 1.103  0.131
C: -1.673 -1.935 -2.258  -0.206
C: -0.938 -2.072 1.535  -0.135
H: -0.891 -3.698 -4.159  0.102
C: -1.463 -2.361 -0.815  -0.238
C: -2.963 1.193 1.468  -0.302
H: -4.706 2.386 1.776  0.137
C: 4.839 -1.633 1.042  -0.002
H: 3.055 2.851 -2.679  0.127
C: 1.685 0.717 5.146  0.017
C: 2.039 -0.021 2.912  -0.210
N: 2.101 -1.171 0.856  0.077
H: -2.206 -4.298 -1.309  0.124
C: 2.505 0.128 4.204  0.035
H: -4.588 -0.023 0.899  0.109
H: -1.456 3.005 4.471  0.126
H: 2.505 -3.405 -1.603  0.100
H: -1.369 -1.252 -4.850  0.101
C: 4.829 1.111 -2.764  -0.027
H: -4.004 0.998 -0.402  0.072
H: 4.546 -2.887 -0.676  0.131
N: 2.363 2.332 -2.166  0.228
H: 1.103 -3.254 -0.535  0.092
C: 0.056 1.021 3.432  -0.266
C: 2.824 -0.699 1.880  -0.204
C: -0.520 -1.032 -4.187  -0.095
C: -3.685 0.380 0.435  -0.072
Ta: 0.165 0.309 0.227  1.476
H: 1.400 -2.023 -1.744  0.058
H: -1.205 -3.773 2.811  0.116
H: -0.645 -1.455 2.374  0.076
H: 5.643 0.396 -2.830  0.100
H: -0.239 1.597 5.474  0.129
C: -1.808 -3.675 -0.517  -0.034
H: -2.108 -0.940 -2.316  0.034
Se: -0.848 3.552 -2.000  0.014
C: 4.086 -2.224 0.045  -0.014
C: -0.118 -3.288 -3.495  -0.092
C: -3.698 2.186 2.115  -0.004
H: 0.826 -3.274 -4.040  0.092
H: 2.010 0.821 6.172  0.135
H: -3.705 3.682 3.644  0.132
H: -0.010 -3.957 -2.641  0.076
H: -3.089 -0.446 0.071  0.031
H: 4.537 1.385 -3.779  0.102
N: 0.825 0.399 2.532  -0.057

Entry 3:
# C28H33NO6SSr

A structure of composition C28H33NO6SSr (the ωB97M-V functional and the def2-TZVPD basis, OMol25).

Calculated values
DFT total energy in a.u.: -2022.0233
HOMO-LUMO gap in eV: 9.06
Charge: 0
Multiplicity: 1

Last column: Löwdin charge in e.
Geometry (Å):
C: -3.186 0.086 2.241  -0.364
H: -2.792 5.928 -0.055  0.104
C: -1.342 -0.285 -2.568  -0.667
H: -3.221 -2.558 1.360  0.112
N: 0.181 -2.252 -2.415  -0.234
H: -5.200 0.429 1.568  0.083
H: -3.422 0.416 3.259  0.144
H: 4.227 5.118 -1.707  0.106
H: 1.301 -0.650 -3.136  0.136
C: -0.222 3.111 -0.406  -0.386
C: -4.480 -0.389 1.589  -0.074
H: -1.355 2.444 -2.110  0.089
C: -2.147 -1.011 2.394  -0.214
H: -3.347 2.098 1.462  0.089
C: 4.971 3.689 -0.288  -0.079
H: 1.973 4.109 -1.812  0.117
H: 0.923 -1.476 3.791  0.125
O: 0.745 0.921 0.719  -0.631
H: -1.520 -4.288 1.701  0.126
C: 3.420 1.989 0.416  -0.061
H: 2.171 -4.279 -2.008  0.124
C: -0.096 4.014 0.644  -0.072
H: -4.304 -0.694 0.555  0.087
H: 3.179 1.101 0.984  0.108
O: -1.597 0.631 -3.344  0.019
H: -0.739 -1.561 -4.214  0.130
O: 3.730 -2.105 -2.352  0.040
C: 2.458 2.562 -0.397  -0.370
H: 0.254 -4.095 -3.481  0.136
C: 0.844 -4.102 3.038  -0.037
Sr: 0.091 -1.403 0.151  1.541
C: 2.627 -1.796 -1.930  -0.678
O: 1.166 -3.922 -0.233  -0.139
S: 0.887 1.730 -0.559  1.041
H: -1.697 1.658 1.908  0.067
C: -1.355 -3.293 2.097  -0.075
C: -2.622 1.283 1.469  -0.057
H: -2.996 4.300 -1.899  0.111
O: 2.319 -1.517 -0.710  -0.243
C: 1.452 -1.713 -2.926  -0.085
C: 0.010 -1.724 3.261  -0.060
H: 1.837 -3.678 3.190  0.086
H: 5.443 2.125 1.102  0.108
C: -1.026 5.028 0.768  -0.072
C: 3.999 4.244 -1.112  -0.073
C: -2.181 4.220 -1.191  -0.059
H: 0.586 -4.667 3.936  0.090
C: -1.256 3.190 -1.326  -0.058
H: -2.410 1.002 0.435  0.066
H: 1.739 -2.197 -3.866  0.135
H: -0.946 5.743 1.577  0.105
H: -4.935 -1.222 2.128  0.081
H: -1.821 -2.302 -3.029  0.127
C: -2.320 -2.306 1.903  -0.053
C: -0.175 -3.026 2.789  -0.321
C: -0.947 -1.656 -3.144  -0.109
O: -1.391 -0.234 -1.286  -0.252
C: 4.682 2.565 0.471  -0.065
C: -2.066 5.130 -0.153  -0.075
H: 0.722 3.916 1.348  0.123
C: 0.130 -3.711 -2.455  -0.174
H: -0.866 -4.013 -2.117  0.123
C: 1.172 -4.398 -1.586  -0.200
C: 2.736 3.680 -1.175  -0.074
C: -0.954 -0.742 3.070  -0.051
H: 0.946 -5.465 -1.567  0.124
H: 0.894 -4.793 2.198  0.071
H: 5.957 4.131 -0.245  0.104
H: 1.934 -3.324 -0.168  0.056
H: -0.771 0.255 3.451  0.127